Density functional theory data (the ωB97M-V functional and the def2-TZVPD basis) for one molecule with the formula C5H6O2.

ORCA input file:
```
! RIJCOSX wB97M-V def2-TZVPD def2/J DEFGRID3
* xyz 0 1
H -1.190 0.996 1.355
C -0.387 0.603 0.744
O 2.109 -1.930 -0.285
H 0.687 2.351 0.333
C 1.871 -0.790 -0.253
C 1.784 0.536 -0.287
H -2.094 -1.826 -0.188
H -2.454 -0.092 0.025
H 2.719 1.032 -0.509
O -0.516 -0.736 0.479
C 0.654 1.270 0.264
C -1.703 -0.823 -0.315
H -1.481 -0.592 -1.365
*
```

Its structure (SMILES) is CO/C=C\C=C=O. For the total energy, the calculation gives -344.52000 Eh.

Density functional theory data (the ωB97M-V functional and the def2-TZVPD basis) for one molecule with the formula C23H27NO4S.

ORCA input file:
```
! RIJCOSX wB97M-V def2-TZVPD def2/J DEFGRID3
* xyz 0 1
C 1.965 1.902 -0.676
H -0.696 4.205 3.134
N -1.389 -0.180 2.088
C 0.829 1.997 3.413
C 0.779 2.782 -4.161
C -0.855 3.496 2.324
C -0.963 -2.124 0.085
C 0.455 1.536 -4.685
H -1.520 1.479 0.964
O 0.852 1.964 0.233
H -1.313 1.831 3.582
H 0.238 2.220 -6.704
C 0.097 -1.958 3.058
H 0.055 -2.856 -3.042
O -2.645 -0.115 -0.060
C -0.270 -3.081 0.811
C 0.546 -3.967 0.112
H 0.927 -1.486 2.532
C -0.371 -3.159 2.281
H -1.196 1.451 -6.028
H -1.936 -1.458 3.566
C 1.145 0.527 -2.606
H 1.094 -4.717 0.663
H -1.160 -5.106 2.307
H -0.192 3.751 1.503
C 0.644 0.414 -3.889
H -0.888 -4.332 3.945
C -0.575 2.076 2.811
O 1.022 -0.222 0.685
H 0.396 -0.562 -4.281
H 0.437 -2.287 4.043
H -0.750 -0.234 4.059
H 2.513 2.836 -0.530
H -1.432 -1.278 -1.797
C 1.468 1.776 -2.090
C -0.037 -2.919 -1.969
H 2.591 1.046 -0.404
H 1.109 0.974 3.651
C -0.861 -2.038 -1.287
H 1.302 -4.579 -1.790
H 0.875 2.587 4.326
C -0.107 1.409 -6.068
C -0.818 -4.257 2.873
S -2.152 -1.061 0.903
H -1.883 3.588 1.982
O -3.101 -1.910 1.563
C 0.662 -3.885 -1.264
H 1.283 -0.354 -1.997
C 1.275 2.903 -2.877
H 1.517 3.879 -2.483
C -0.786 1.060 1.665
C -1.027 -0.929 3.266
H 0.176 0.460 -6.517
C 0.469 0.840 0.825
H 1.561 2.398 2.716
H 0.638 3.667 -4.765
*
```

Its structure (SMILES) is C=C1CCN([C@H](C(=O)OCc2ccc(C)cc2)C(C)C)S(=O)(=O)c2ccccc21. For the total energy, the calculation gives -1646.52917 Eh.

Density functional theory data (the ωB97M-V functional and the def2-TZVPD basis) for a 2-piece molecular cluster, C4H12OS overall.

ORCA input file:
```
! RIJCOSX wB97M-V def2-TZVPD def2/J DEFGRID3
* xyz 0 1
H 1.234 -0.243 1.448
H 1.210 -1.483 -1.913
H -0.493 1.072 -2.252
C 0.075 -0.699 -0.265
C 0.053 0.313 -2.691
H -1.198 4.125 -1.978
H 0.914 0.556 -3.402
H 1.681 0.179 -1.304
H 1.307 -2.035 1.106
H -0.503 -0.414 -3.365
H -0.722 -1.622 -0.737
S -0.470 -1.448 2.603
O -0.512 4.052 -1.281
H -0.704 0.046 -0.029
C 0.801 -0.412 -1.524
H 0.102 4.811 -1.285
H -0.786 -2.755 2.239
C 0.666 -1.118 1.158
*
```

Its structure (SMILES) is CCCCS.O. For the total energy, the calculation gives -632.95376 Eh.

Density functional theory data (the ωB97M-V functional and the def2-TZVPD basis) for AlBH26O11 as an isolated structure.

ORCA input file:
```
! RIJCOSX wB97M-V def2-TZVPD def2/J DEFGRID3
* xyz 2 1
O 3.174 1.084 -1.207
O 2.735 0.074 2.014
H -0.754 -3.647 -1.069
H 0.181 -0.682 0.761
H 1.145 0.205 -3.527
H 0.313 -0.289 -0.879
H -1.509 -0.793 3.086
O 1.160 -0.706 -3.233
O 2.403 3.150 0.417
H -3.137 1.351 -0.878
O -0.180 -2.882 -1.021
O -0.416 2.385 1.869
H -3.007 -0.691 -0.603
O -3.447 2.247 -1.004
O -1.870 -0.821 -1.748
H 1.623 2.744 0.796
H -0.761 -2.137 -1.171
H -1.979 -0.641 -2.682
H 0.984 0.817 0.390
H 3.468 1.427 -2.051
H 0.368 -3.750 1.790
H -1.254 -0.711 1.596
H 1.201 -3.002 2.809
O -3.755 -0.463 -0.051
H 2.751 1.829 -0.780
B 0.179 0.163 0.091
H 0.132 2.074 2.591
O 0.843 -2.930 1.924
H -0.299 1.730 1.181
H 0.722 -1.192 -3.931
H 2.143 0.790 2.243
H -3.664 -1.024 0.720
Al 2.570 -1.743 -0.399
H 3.399 0.083 2.704
H 2.137 4.050 0.228
O -1.952 -0.837 2.239
H -0.753 0.700 0.177
H -3.736 2.275 -1.916
H -1.161 -0.238 -1.473
*
```

For the total energy, the calculation gives -1109.50784 Eh.

Density functional theory data (the ωB97M-V functional and the def2-TZVPD basis) for C5H7N as an isolated structure.

ORCA input file:
```
! RIJCOSX wB97M-V def2-TZVPD def2/J DEFGRID3
* xyz 0 1
H 0.502 0.651 1.918
C -0.711 -0.564 -1.222
C 0.624 -0.457 -0.777
N -1.743 -0.282 -0.506
H 1.260 -0.840 0.008
H 0.453 -1.532 -2.760
C -0.722 0.448 0.249
H -1.170 0.541 2.331
C 0.276 -0.606 -2.251
H 0.336 0.174 -2.965
H -0.556 -0.924 1.869
H -0.635 1.622 0.074
C -0.415 0.102 1.743
*
```

For the total energy, the calculation gives -249.24128 Eh.

Density functional theory data (the ωB97M-V functional and the def2-TZVPD basis) for one molecule with the formula C5H7Cl.

ORCA input file:
```
! RIJCOSX wB97M-V def2-TZVPD def2/J DEFGRID3
* xyz 0 1
H -0.890 -1.182 1.252
C -0.874 -0.570 -0.907
H -0.367 1.359 1.198
Cl 2.330 -0.008 -0.584
C -0.815 0.716 -0.791
H 1.366 -0.447 1.667
H -1.156 -1.293 -1.944
H 0.419 -2.046 0.102
H -1.176 1.455 -1.579
H 0.478 2.158 0.187
C 0.860 -0.100 0.656
C -0.183 -1.196 0.306
C 0.008 1.151 0.436
*
```

Its structure (SMILES) is ClC1CC=CC1. For the total energy, the calculation gives -654.78385 Eh.

The evaluated gap between HOMO and LUMO for the records listed, in turn: 8.904; 9.823; 9.834; 2.948; 9.028; 10.730 eV.
The evaluated maximum force for the records listed, in turn: 0.99; 1.14; 6.37; 4.85; 3.53; 14.18 eV/A.
The evaluated relative energy (zero: lowest compared OMol25 entry of this formula, charge and spin) for the records listed, in turn: 215.1; 8.4; 192.5; 249.4; 609.0; 280.1 kJ/mol.